DFT (ωB97M-V/def2-TZVPD) results for a 2-piece molecular cluster, C4H11NO2S overall at a distorted geometry.

The value obtained for the energy above the lowest of the compared OMol25 structures with the same formula, charge and spin is 139.9 kJ/mol. The value obtained for the HOMO energy is -9.24 eV. The total charge is 0. As for the orbital gap: 9.632 eV. Its LUMO energy is 0.39 eV.

Cartesian coordinates (Å):
C (-1.561, -2.186, 0.955)
N (-0.952, -0.688, -1.009)
C (-0.185, -0.862, -2.200)
C (-0.633, 0.360, 1.238)
H (-0.692, -0.473, -3.131)
H (-0.220, 1.174, 0.643)
C (-0.621, -1.006, 0.404)
H (1.408, 4.578, -2.498)
S (0.382, 0.210, 2.841)
H (-1.622, 0.756, 1.454)
H (-2.497, -2.349, 0.413)
H (-1.858, -0.188, -1.016)
H (-1.709, -2.034, 2.032)
O (2.163, 4.313, -3.038)
H (0.412, -1.377, 0.400)
H (-1.023, -3.065, 0.834)
H (2.197, 3.328, -3.018)
H (-0.201, -0.808, 3.422)
O (0.882, -1.303, -2.001)

---

DFT (ωB97M-V/def2-TZVPD) results for a 3-piece molecular cluster, C4H11NO2S2 overall at a distorted geometry.

The value obtained for the energy above the lowest of the compared OMol25 structures with the same formula, charge and spin is 184.8 kJ/mol. The value obtained for the HOMO energy is -9.06 eV. The total charge is 0. As for the orbital gap: 8.487 eV. Its LUMO energy is -0.57 eV.

Cartesian coordinates (Å):
H (3.273, -1.259, 0.405)
C (-1.442, -0.875, -1.088)
C (-1.132, 0.466, -1.522)
H (0.414, 1.611, -0.339)
O (2.208, 2.134, -3.638)
H (-2.224, -0.901, -0.246)
H (-0.563, -1.184, -0.590)
H (1.924, -0.945, 3.080)
H (-1.217, 2.483, -0.620)
C (2.328, -0.326, 2.274)
S (2.024, -1.156, 0.706)
H (-1.215, 0.280, -3.442)
O (2.371, 1.535, -1.229)
H (1.831, 0.681, 2.273)
H (-1.710, -1.607, -1.876)
S (1.671, 2.216, -2.301)
C (-0.710, 1.496, -0.389)
H (-1.062, 1.090, 0.616)
H (3.339, -0.127, 2.441)
N (-1.045, 0.914, -2.707)

---

DFT (ωB97M-V/def2-TZVPD) results for a 2-piece molecular cluster, C4H11NO3 overall at a distorted geometry.

The value obtained for the energy above the lowest of the compared OMol25 structures with the same formula, charge and spin is 95.0 kJ/mol. The value obtained for the HOMO energy is 0.22 eV. The total charge is -2. As for the orbital gap: 6.827 eV. Its LUMO energy is 7.05 eV.

Cartesian coordinates (Å):
H (-1.626, -1.954, -1.523)
O (-0.027, 2.211, 0.672)
O (-0.178, -3.280, -2.098)
H (-1.431, 0.642, 0.678)
H (-1.491, 1.961, 3.064)
C (-0.529, -2.058, -1.723)
H (-0.331, -1.313, -2.569)
H (0.115, 0.501, -1.204)
O (-1.436, 2.838, 2.660)
H (-0.059, 0.492, 1.799)
H (2.236, 0.107, -0.948)
C (0.458, 0.035, -0.260)
H (-0.601, 2.641, 1.584)
H (1.917, 1.388, 0.136)
H (1.277, -2.008, -0.823)
N (1.826, 0.435, -0.081)
C (0.295, -1.448, -0.534)
C (-0.401, 0.822, 0.781)
H (-0.014, -2.011, 0.389)

---

DFT (ωB97M-V/def2-TZVPD) results for a 2-piece molecular cluster, C4H11NO3 overall at a distorted geometry.

The value obtained for the energy above the lowest of the compared OMol25 structures with the same formula, charge and spin is 194.1 kJ/mol. The value obtained for the HOMO energy is -8.93 eV. The total charge is 0. As for the orbital gap: 9.362 eV. Its LUMO energy is 0.43 eV.

Cartesian coordinates (Å):
O (1.583, 0.223, -0.241)
O (0.813, 1.310, 3.013)
H (-0.457, -0.638, 1.734)
C (0.829, 0.204, -1.324)
H (0.258, 1.970, 3.341)
H (-0.866, -2.260, 1.443)
H (-1.586, 0.807, -1.337)
H (1.323, 0.992, 3.686)
H (1.885, 1.043, 0.090)
O (0.627, 1.072, -2.093)
H (0.826, -1.639, -0.310)
C (-1.185, -1.012, -0.361)
H (0.017, -1.746, -2.098)
H (-1.494, 0.860, 0.399)
C (-1.113, -1.288, 1.161)
C (0.207, -1.187, -1.134)
N (-1.807, 0.314, -0.475)
H (-2.166, -1.077, 1.643)
H (-1.851, -1.654, -0.964)